[1]
98
Properties=species:S:1:pos:R:3:forces:R:3 method="wB97M-V/def2-TZVPD" multiplicity=3 charge=+1 gap_ev="8.54 / 6.79"
Pt -0.212200 0.331316 -1.011475 0.07 -0.25 0.16
C -0.124830 -5.504061 -0.147172 -0.02 0.00 -0.02
C 0.152750 -4.657060 1.112365 0.02 0.00 0.05
C 0.386120 -5.591090 2.300068 -0.01 -0.01 -0.01
C 1.371353 -3.788729 0.830704 -0.04 -0.01 -0.03
C 2.672574 -4.202140 1.089698 -0.01 0.02 0.01
C 3.767303 -3.448694 0.692585 0.01 0.00 0.00
C 3.567103 -2.243073 0.048736 0.01 0.05 0.03
C 2.277594 -1.768652 -0.184123 0.04 -0.04 0.00
P 2.083675 -0.129702 -0.935101 -0.02 0.10 -0.05
C 3.032989 -0.228590 -2.472780 -0.07 0.04 0.02
C 4.296865 0.327889 -2.629832 0.09 0.00 0.05
C 4.975244 0.174991 -3.831668 0.02 0.00 0.00
C 4.397447 -0.533178 -4.873626 -0.02 -0.01 0.00
C 3.133173 -1.089755 -4.719387 0.03 -0.01 -0.05
C 2.451987 -0.932979 -3.526215 -0.05 0.00 -0.01
C 2.931256 1.056233 0.135989 0.07 -0.01 -0.01
C 3.322930 0.752522 1.436468 -0.02 0.03 -0.02
C 3.888699 1.735656 2.235828 0.01 -0.01 0.01
C 4.059077 3.022379 1.748226 0.02 0.03 0.02
C 3.666986 3.331196 0.452364 -0.01 0.04 0.01
C 3.107187 2.353098 -0.351844 -0.04 -0.02 -0.05
C 1.197693 -2.568850 0.186270 0.06 -0.01 0.00
O -0.071837 -2.144629 -0.150603 -0.04 -0.07 -0.03
C -1.132632 -2.555199 0.632178 -0.05 0.00 -0.01
C -2.282971 -1.765149 0.638234 0.09 -0.02 0.01
C -3.371397 -2.185389 1.399272 -0.02 0.01 0.02
C -3.296533 -3.341326 2.151598 0.02 -0.03 0.00
C -2.144775 -4.115744 2.111743 -0.02 0.04 0.00
C -1.051521 -3.752833 1.334996 0.00 0.02 -0.02
P -2.418105 -0.270190 -0.383747 0.10 0.14 -0.17
C -3.562394 -0.726970 -1.705645 0.07 0.05 -0.03
C -3.011491 -1.222498 -2.885408 -0.04 0.00 -0.03
C -3.838099 -1.644411 -3.914469 -0.01 -0.01 -0.02
C -5.216492 -1.559773 -3.773542 0.03 -0.01 -0.03
C -5.768015 -1.060551 -2.602413 -0.03 0.01 0.03
C -4.944501 -0.646547 -1.566879 -0.04 -0.02 0.06
C -3.209381 0.989873 0.633059 -0.03 0.01 0.02
C -3.794168 2.084083 -0.004542 0.01 0.00 -0.04
C -4.277811 3.145356 0.740666 -0.01 0.03 -0.01
C -4.168971 3.129187 2.125199 0.00 -0.02 0.04
C -3.571631 2.050199 2.760930 -0.01 0.05 0.01
C -3.090141 0.981891 2.018470 0.00 0.01 0.01
H 0.725434 -6.154815 -0.358414 0.00 0.01 0.00
H -0.295239 -4.867602 -1.017457 0.01 -0.01 0.00
H -1.012171 -6.121584 0.003054 0.01 0.00 0.00
H 1.224090 -6.259192 2.108999 0.00 0.00 0.00
H -0.477962 -6.233520 2.462055 0.00 0.01 0.00
H 0.584408 -5.034793 3.217495 0.00 0.00 0.00
H 2.844367 -5.145096 1.589098 0.00 0.00 0.00
H 4.770456 -3.805665 0.882272 -0.01 0.00 0.00
H 4.417407 -1.647915 -0.264722 -0.01 0.00 0.01
H 4.758412 0.881670 -1.820856 -0.02 -0.04 -0.03
H 5.958345 0.611527 -3.949920 -0.01 -0.01 0.00
H 4.927938 -0.649713 -5.809572 0.00 0.00 0.01
H 2.677420 -1.638616 -5.533044 0.01 0.00 0.01
H 1.460876 -1.361537 -3.411782 0.01 0.02 0.01
H 3.170979 -0.241840 1.832598 0.02 -0.04 -0.03
H 4.199865 1.492534 3.244145 -0.01 0.00 -0.01
H 4.501634 3.785243 2.376033 -0.01 -0.01 -0.01
H 3.795243 4.334204 0.065803 0.01 -0.01 0.01
H 2.812261 2.596494 -1.367672 -0.03 0.00 0.04
H -4.276974 -1.589858 1.415020 0.02 -0.02 -0.02
H -4.139012 -3.652174 2.754326 0.01 0.00 0.00
H -2.114332 -5.031933 2.684088 0.00 0.00 0.00
H -1.933453 -1.274474 -2.999742 -0.01 0.01 0.00
H -3.407413 -2.029217 -4.829518 -0.01 0.01 0.01
H -5.862039 -1.877773 -4.581646 0.00 0.00 0.01
H -6.842532 -0.992456 -2.493899 0.01 0.00 0.00
H -5.380646 -0.257159 -0.654465 0.01 0.01 -0.02
H -3.866496 2.110873 -1.085955 -0.01 -0.01 0.00
H -4.735725 3.989006 0.240921 0.00 -0.01 0.00
H -4.553076 3.957589 2.706294 0.01 0.00 0.00
H -3.475526 2.033357 3.839372 -0.01 0.00 -0.01
H -2.621941 0.148880 2.528116 0.00 0.00 -0.02
N 0.228508 1.606099 2.846656 -0.02 -0.17 -0.01
C 0.380515 0.271600 2.880046 -0.01 0.11 -0.07
O 0.467199 -0.410949 1.863603 -0.10 0.07 0.24
C 0.509169 -0.380016 4.239633 0.02 -0.03 -0.07
I -1.276675 -0.215401 5.397507 0.01 -0.01 -0.02
H 0.067108 2.031773 1.940641 0.00 0.08 -0.02
H 0.028269 2.125128 3.683833 0.01 -0.01 0.02
H 1.302232 0.073840 4.828165 0.00 0.02 0.01
H 0.698319 -1.437122 4.094888 0.00 -0.01 0.02
I 0.755168 9.205257 -0.746932 0.00 -0.02 0.00
C 0.482121 7.142455 -0.834459 0.00 -0.02 -0.01
C 0.691495 6.471596 -2.033091 0.01 0.08 -0.04
C 0.514095 5.100413 -2.088762 -0.01 -0.06 0.05
C 0.128414 4.402992 -0.947823 0.03 0.10 0.02
C -0.085063 5.082709 0.247494 -0.01 -0.03 -0.04
C 0.091699 6.453301 0.307294 -0.01 0.07 0.03
C -0.025460 2.938145 -1.001368 0.04 -0.36 -0.10
O 0.173028 2.293818 -2.071518 -0.17 0.12 0.16
O -0.338539 2.281436 0.047768 0.04 0.07 -0.03
H 0.989945 7.017534 -2.917653 0.00 -0.01 0.01
H 0.673374 4.561964 -3.013627 0.00 0.00 0.01
H -0.396195 4.535417 1.127237 0.00 -0.01 0.00
H -0.073476 6.985439 1.234255 0.00 -0.01 -0.01

***

[2]
105
Properties=species:S:1:pos:R:3:forces:R:3 method="wB97M-V/def2-TZVPD" e_above_lowest_kj_mol=277.5 multiplicity=2 charge=+2 gap_ev="5.67 / 5.73"
Ti 11.359449 11.183388 14.828359 2.61 -0.74 -0.36
N 6.968278 13.113884 18.201524 0.65 -0.81 -2.13
C 6.932634 13.564606 16.892704 2.42 -0.97 1.88
N 7.790208 13.225449 15.963506 -0.73 -1.53 0.68
C 8.612383 12.145228 16.278042 0.37 1.18 0.22
N 9.695170 11.903639 15.606127 -0.47 -0.23 -1.52
N 10.014445 12.625482 14.381887 -1.48 0.69 0.52
C 9.025672 12.661451 13.530949 -0.19 0.12 0.55
C 8.717688 13.756769 12.659573 -1.56 -0.81 -2.44
C 7.324154 13.758617 12.239975 2.50 1.10 1.47
C 6.893962 14.901124 11.613006 -0.42 -0.02 -1.89
C 7.838405 15.714581 10.986079 -0.04 0.11 1.73
C 9.163577 15.594702 11.422669 0.36 -0.30 -0.30
N 9.622557 14.633542 12.221585 -0.59 0.34 0.61
C 8.439660 11.353205 17.475582 -1.55 -1.04 0.80
C 8.867959 10.009676 17.653547 0.68 0.36 1.07
C 8.624866 9.357391 18.878997 -0.23 0.59 -1.37
C 7.844676 9.932697 19.884429 -0.54 0.35 0.86
C 7.395096 11.239742 19.725372 -0.24 0.55 -0.42
C 7.606353 11.892623 18.477336 0.25 0.16 0.82
H 6.531407 13.615450 18.942955 -0.66 0.25 0.22
H 6.284829 14.351402 16.711752 -1.27 1.45 -0.38
H 8.233451 11.899789 13.524536 0.14 0.17 0.71
H 6.653759 13.015896 12.589929 -0.52 -0.58 0.28
H 5.838661 15.078993 11.419978 0.13 -0.17 0.01
H 7.521677 16.529427 10.356446 0.11 0.11 -0.10
H 9.908842 16.315999 11.141346 0.17 0.18 -0.41
H 9.481217 9.533556 16.880258 -0.33 0.14 0.28
H 8.995798 8.370487 19.030853 0.16 -0.62 -0.08
H 7.522727 9.335289 20.790870 0.75 0.90 -1.12
H 6.858197 11.802129 20.520439 0.21 -0.74 -0.68
O 15.324581 10.399938 14.439230 -2.26 -1.71 0.62
C 14.121657 10.135994 14.404300 1.20 2.31 -0.52
O 13.344906 11.211182 13.878355 0.21 -1.67 0.98
C 13.470747 8.849789 14.892827 -2.19 0.20 -1.34
C 14.317781 7.975712 15.508669 1.19 0.76 -0.13
C 14.002249 6.705540 15.930165 1.15 0.18 0.29
C 12.734872 6.215805 15.738790 -0.70 0.84 0.77
C 11.760573 7.115591 15.264544 1.00 0.14 -0.33
C 12.104443 8.382362 14.718102 0.86 -0.22 0.73
S 10.813822 9.202871 13.829415 -0.30 0.06 -0.20
H 15.302300 8.407332 15.545639 0.60 -0.49 0.56
H 14.809289 6.208570 16.463932 -0.38 -0.52 -0.31
H 12.491467 5.230640 16.130494 -0.24 0.19 -0.29
H 10.729849 6.821982 15.327497 -0.33 -0.05 -0.47
C 13.087860 10.152854 18.981204 -1.46 0.57 0.54
N 13.050043 11.628312 18.665913 0.83 -2.15 0.95
C 13.433802 12.525500 19.622505 -0.27 0.80 0.05
C 13.296577 13.856409 19.335925 1.06 0.11 1.92
C 13.173483 14.180007 17.992013 -1.27 -0.16 -2.13
N 12.725448 13.281978 17.046850 0.57 -0.11 1.07
C 12.639660 11.986454 17.414683 0.13 0.96 -0.81
O 12.252467 11.048193 16.605270 0.40 1.34 1.33
N 13.447746 15.442121 17.595943 0.07 -0.86 -1.07
H 13.371359 9.611275 18.089183 -0.15 -0.11 -0.06
H 12.055283 9.876172 19.355141 1.15 0.06 -0.70
H 13.779773 9.930395 19.786304 0.21 0.35 0.00
H 13.892489 12.166500 20.576638 -0.88 0.09 -1.00
H 13.506097 14.695808 20.048758 -0.01 -1.28 -0.55
H 13.929097 16.047050 18.231383 0.10 0.15 0.22
H 13.709137 15.541489 16.611492 -0.43 0.14 0.36
C 16.383559 11.937708 12.392908 -0.90 1.09 -1.40
Ge 14.464816 12.257630 12.559750 0.53 0.57 -0.13
C 13.398795 11.695054 11.085931 -1.63 0.85 0.69
C 13.682469 10.698371 10.179681 0.95 0.09 -0.05
C 12.724685 10.233403 9.290619 -1.20 1.82 1.80
C 11.417564 10.759380 9.398144 0.33 -0.61 -1.04
C 11.138948 11.830841 10.233917 0.16 -0.05 -0.21
C 12.113095 12.286406 11.091755 0.18 -0.29 0.47
C 14.143180 14.158691 12.932688 -2.15 -1.60 0.84
C 13.124053 14.490663 13.834642 1.32 -1.47 -0.45
C 12.772796 15.812304 14.059356 -1.25 0.70 1.19
C 13.481534 16.834795 13.506311 -0.31 0.15 0.26
C 14.494720 16.508425 12.590036 0.22 -0.98 -0.55
C 15.223833 17.533685 12.024933 1.36 0.32 -1.66
C 16.004771 17.271358 10.891118 -2.03 -0.48 2.08
C 15.985118 16.018722 10.296636 -0.06 -1.00 0.16
C 15.308700 14.950462 10.860197 1.13 0.08 0.07
C 14.705175 15.139087 12.112509 -0.82 1.83 0.51
H 16.618660 12.018477 11.315061 -0.14 -0.60 0.37
H 16.675207 11.057554 12.872324 0.65 -1.33 0.21
H 16.910538 12.768799 12.800462 0.27 0.69 0.73
H 14.718135 10.346943 10.196957 -0.38 -0.30 -0.38
H 13.010347 9.557922 8.562275 0.15 -1.50 -1.27
H 10.618924 10.333623 8.781569 0.37 0.29 0.06
H 10.212980 12.391050 10.192787 -0.31 -0.43 0.01
H 11.772623 13.031514 11.825522 0.68 0.04 -0.34
H 12.619779 13.674819 14.382501 0.29 0.75 -0.25
H 11.925030 16.008901 14.729525 0.30 0.03 -0.32
H 13.213786 17.901717 13.667365 0.38 -0.92 0.04
H 15.166488 18.517842 12.485692 0.00 -0.03 -0.38
H 16.464804 18.053272 10.413559 1.38 1.70 -0.95
H 16.598152 15.849056 9.432813 -0.09 0.02 -0.53
H 15.327529 13.970437 10.361375 0.02 0.42 0.38
Br 8.754304 7.862833 8.951869 -0.41 0.19 -0.10
C 7.348211 8.058894 10.214618 0.27 -0.08 0.44
C 7.082199 6.963209 11.039124 0.62 0.55 -0.44
C 6.310454 7.143204 12.152559 -0.87 -0.30 0.61
C 5.767028 8.410087 12.334495 -0.76 -1.46 1.49
N 5.893824 9.377541 11.473017 -0.75 1.97 0.96
C 6.697672 9.276945 10.459095 0.95 -1.42 -1.69
H 7.544011 6.023095 10.846737 0.27 -0.53 -0.24
H 6.048243 6.307695 12.836655 0.39 0.76 -0.54
H 5.150254 8.552672 13.239355 0.20 0.31 -0.63
H 6.761752 10.089188 9.740963 0.14 0.08 0.19

***

Number 1: E -98128.274 eV. Number 2: E -230491.222 eV.